Entry 1:
{"formula": "C34H56N2O21", "method": "the ωB97M-V functional and the def2-TZVPD basis", "e_homo_ha": -0.3686, "de_lowest_ev": 1.373, "orbital_gap_ev": 10.1, "smiles": "C[C@H]1COC(=O)O1.C[C@H]1COC(=O)O1.C[C@H]1COC(=O)O1.C[C@H]1COC(=O)O1.C[C@H]1COC(=O)O1.COC(=O)OC.COC(=O)OC.CCCC#N.CCCC#N", "fmax_ev_per_a": 9.1, "energy_ev": -82139.685, "molar_mass_g_mol": 828.8, "species": ["C", "C", "C", "O", "C", "O", "O", "H", "H", "H", "H", "H", "H", "C", "C", "C", "O", "C", "O", "O", "H", "H", "H", "H", "H", "H", "C", "C", "C", "O", "C", "O", "O", "H", "H", "H", "H", "H", "H", "C", "C", "C", "O", "C", "O", "O", "H", "H", "H", "H", "H", "H", "C", "C", "C", "O", "C", "O", "O", "H", "H", "H", "H", "H", "H", "C", "O", "C", "O", "O", "C", "H", "H", "H", "H", "H", "H", "C", "O", "C", "O", "O", "C", "H", "H", "H", "H", "H", "H", "C", "C", "C", "C", "N", "H", "H", "H", "H", "H", "H", "H", "C", "C", "C", "C", "N", "H", "H", "H", "H", "H", "H", "H"], "xyz": [[-4.207, -0.126, 2.128], [-5.595, -0.248, 1.443], [-5.830, -1.470, 0.637], [-6.975, -2.044, 1.214], [-7.352, -1.467, 2.292], [-8.358, -1.730, 2.937], [-6.583, -0.427, 2.478], [-4.115, -0.912, 2.865], [-4.198, 0.863, 2.591], [-3.362, -0.041, 1.461], [-5.845, 0.623, 0.867], [-4.994, -2.157, 0.688], [-6.024, -1.117, -0.401], [-0.338, 0.535, -3.493], [-0.960, -0.043, -2.238], [-0.644, 0.828, -0.999], [-1.903, 1.036, -0.455], [-2.832, 0.487, -1.293], [-4.001, 0.692, -1.102], [-2.343, -0.049, -2.372], [0.754, 0.638, -3.425], [-0.720, 1.506, -3.788], [-0.561, -0.124, -4.379], [-0.677, -1.070, -2.202], [-0.118, 1.745, -1.177], [-0.004, 0.332, -0.329], [4.724, -1.522, 0.579], [3.985, -1.301, -0.762], [2.580, -0.744, -0.529], [2.550, 0.325, -1.547], [3.717, 0.602, -1.952], [3.916, 1.635, -2.626], [4.652, -0.300, -1.455], [5.811, -1.457, 0.358], [4.648, -2.524, 1.020], [4.617, -0.830, 1.406], [3.895, -2.108, -1.407], [2.437, -0.416, 0.511], [1.850, -1.504, -0.813], [4.921, 3.284, 0.444], [5.028, 2.009, 1.289], [5.717, 2.096, 2.654], [4.842, 1.235, 3.461], [3.708, 1.051, 2.875], [2.700, 0.516, 3.335], [3.729, 1.508, 1.622], [4.325, 4.072, 0.985], [4.480, 3.131, -0.518], [5.881, 3.710, 0.330], [5.703, 1.348, 0.685], [5.613, 3.054, 3.116], [6.752, 1.776, 2.556], [3.487, 1.208, -5.966], [3.260, -0.302, -5.696], [4.438, -0.871, -4.936], [3.745, -1.744, -4.037], [2.419, -1.601, -4.028], [1.630, -2.218, -3.299], [2.090, -0.635, -4.938], [3.217, 1.708, -5.041], [2.854, 1.509, -6.853], [4.554, 1.383, -6.268], [3.211, -0.761, -6.642], [4.951, -0.177, -4.289], [5.171, -1.338, -5.561], [-4.094, 1.643, 5.713], [-2.902, 1.357, 6.244], [-1.834, 1.129, 5.536], [-1.857, 1.276, 4.101], [-0.748, 0.817, 6.208], [0.304, 0.202, 5.489], [-4.037, 2.179, 4.737], [-4.626, 2.283, 6.416], [-4.654, 0.688, 5.703], [1.089, -0.129, 6.097], [0.780, 0.919, 4.760], [-0.004, -0.671, 4.926], [-0.213, -4.022, -1.317], [0.324, -3.379, -0.174], [-0.398, -2.477, 0.485], [-1.763, -2.194, 0.173], [0.230, -1.737, 1.350], [-0.366, -0.782, 2.194], [-0.617, -3.398, -2.041], [-1.041, -4.714, -1.055], [0.470, -4.632, -1.882], [0.322, -0.193, 2.842], [-1.011, -1.295, 2.898], [-1.068, -0.086, 1.721], [-5.365, -3.226, -2.731], [-4.027, -2.475, -2.794], [-3.148, -2.700, -4.076], [-2.547, -4.086, -4.123], [-2.027, -5.142, -4.108], [-5.234, -4.251, -2.922], [-5.915, -2.803, -3.585], [-5.995, -3.195, -1.846], [-3.452, -2.636, -1.923], [-4.433, -1.409, -2.790], [-2.349, -1.957, -4.104], [-3.756, -2.515, -4.958], [-0.676, 3.072, 1.695], [0.617, 2.813, 2.329], [1.654, 3.970, 2.333], [1.144, 5.040, 3.194], [0.710, 5.896, 3.871], [-1.310, 2.216, 1.757], [-0.710, 3.363, 0.617], [-1.338, 3.819, 2.164], [1.010, 2.039, 1.661], [0.409, 2.395, 3.341], [1.788, 4.280, 1.304], [2.651, 3.596, 2.596]]}

---

Entry 2:
{"formula": "C3H10N3S", "method": "the ωB97M-V functional and the def2-TZVPD basis", "e_homo_ha": [-0.4946, -0.4946], "de_lowest_ev": 4.467, "orbital_gap_ev": [8.0, 8.0], "fmax_ev_per_a": 5.5, "energy_ev": -18568.406, "charge": 1, "molar_mass_g_mol": 120.2, "species": ["C", "C", "C", "N", "N", "N", "S", "H", "H", "H", "H", "H", "H", "H", "H", "H", "H"], "xyz": [[0.060, 0.639, 0.567], [2.124, -0.708, 0.693], [-2.197, 0.869, -0.208], [1.100, -0.031, -0.167], [-1.243, -0.020, 0.423], [0.522, -0.734, -1.175], [-1.237, -1.523, -0.041], [0.339, 0.671, 1.650], [-0.233, 1.686, 0.273], [2.968, -0.980, 0.019], [2.506, -0.082, 1.451], [1.584, -1.505, 1.184], [-2.076, 2.000, 0.026], [-2.051, 0.957, -1.345], [-3.102, 0.612, 0.108], [-0.052, -0.248, -1.930], [0.990, -1.602, -1.527]]}

---

Entry 3:
{"formula": "H12O6", "method": "the ωB97M-V functional and the def2-TZVPD basis", "e_homo_ha": -0.3889, "de_lowest_ev": 1.527, "orbital_gap_ev": 10.5, "smiles": "O.O.O.O.O.O", "fmax_ev_per_a": 3.9, "energy_ev": -12479.587, "molar_mass_g_mol": 108.1, "species": ["O", "H", "H", "O", "H", "H", "O", "H", "H", "O", "H", "H", "O", "H", "H", "O", "H", "H"], "xyz": [[-1.147, -0.445, 1.664], [-2.036, -0.187, 1.381], [-0.822, -1.166, 1.171], [0.300, 1.852, 1.712], [0.858, 1.334, 1.169], [-0.464, 1.385, 1.870], [1.895, -1.245, 1.226], [1.257, -0.734, 1.803], [1.523, -2.121, 1.260], [-1.398, 1.863, -0.897], [-1.502, 2.817, -0.878], [-0.499, 1.651, -0.688], [0.105, -1.852, -2.683], [-0.541, -1.461, -3.260], [-0.423, -2.011, -1.905], [0.798, 0.445, -0.960], [0.728, -0.180, -1.666], [1.368, 0.055, -0.318]]}

---

Entry 4:
{"formula": "C15H28BN9O4RuS3", "method": "the ωB97M-V functional and the def2-TZVPD basis", "e_homo_ha": [-0.3715, -0.3890], "de_lowest_ev": 0.829, "orbital_gap_ev": [7.9, 7.2], "s2": 8.77, "spin_multiplicity": 6, "fmax_ev_per_a": 1.8, "energy_ev": -73365.060, "charge": 1, "molar_mass_g_mol": 606.5, "species": ["Ru", "C", "N", "C", "C", "N", "B", "N", "C", "C", "N", "C", "C", "S", "C", "S", "H", "H", "H", "H", "H", "H", "H", "H", "H", "H", "H", "H", "N", "N", "C", "N", "N", "N", "O", "O", "H", "H", "H", "H", "H", "C", "C", "O", "H", "H", "H", "O", "S", "C", "C", "C", "C", "H", "H", "H", "H", "H", "H", "H", "H"], "xyz": [[0.442, -0.006, -0.185], [-0.230, -4.385, 1.641], [-0.547, -3.092, 2.191], [-1.540, -2.822, 3.096], [-1.296, -1.582, 3.591], [-0.156, -1.091, 3.027], [0.615, 0.041, 3.788], [1.834, 0.589, 3.008], [3.132, 0.492, 3.404], [3.854, 1.439, 2.747], [2.989, 2.124, 1.943], [3.309, 3.306, 1.194], [1.772, 1.560, 2.087], [0.337, 2.023, 1.281], [0.268, -1.999, 2.143], [1.595, -1.899, 1.062], [-0.978, -5.101, 1.974], [0.754, -4.692, 2.000], [-0.194, -4.378, 0.549], [-2.324, -3.518, 3.314], [-1.832, -1.012, 4.320], [1.032, -0.475, 4.775], [-0.139, 0.937, 3.979], [3.445, -0.221, 4.139], [4.895, 1.683, 2.799], [4.247, 3.709, 1.568], [2.521, 4.046, 1.331], [3.405, 3.089, 0.130], [-1.009, -2.187, -0.898], [-1.384, -2.349, -2.233], [-0.720, -1.607, -3.167], [-0.788, -1.939, -4.465], [-0.035, -0.591, -2.684], [0.630, 0.244, -3.462], [1.434, 1.086, -2.661], [0.876, 0.130, -4.676], [-0.338, -2.891, -0.587], [-1.821, -2.131, -0.290], [-1.762, -3.244, -2.532], [-1.428, -2.633, -4.808], [-0.289, -1.339, -5.117], [3.006, -0.793, -2.290], [2.305, 0.436, -1.795], [2.556, 1.003, -0.752], [4.071, -0.568, -2.329], [2.670, -1.097, -3.276], [2.869, -1.606, -1.575], [-2.026, 0.258, -0.135], [-2.510, 0.759, -1.459], [-4.138, 1.560, -1.086], [-3.994, 3.032, -1.433], [-2.573, 3.418, -1.039], [-1.678, 2.383, -1.699], [-4.306, 1.391, -0.022], [-4.910, 1.059, -1.666], [-4.738, 3.630, -0.909], [-4.132, 3.177, -2.507], [-2.455, 3.369, 0.046], [-2.326, 4.425, -1.372], [-0.682, 2.305, -1.246], [-1.588, 2.542, -2.773]]}

---

Entry 5:
{"formula": "C2H2F2INO", "method": "the ωB97M-V functional and the def2-TZVPD basis", "e_homo_ha": [-0.2038, -0.3509], "de_lowest_ev": 1.090, "orbital_gap_ev": [6.1, 6.5], "s2": 2.01, "spin_multiplicity": 3, "fmax_ev_per_a": 3.8, "energy_ev": -19174.273, "molar_mass_g_mol": 220.9, "species": ["C", "C", "N", "O", "F", "F", "I", "H", "H"], "xyz": [[0.437, -0.162, 1.407], [-1.250, -0.806, 2.326], [0.250, -0.045, 0.119], [1.337, -0.159, 2.168], [-2.076, 0.226, 2.384], [-1.976, -1.724, 1.661], [-0.699, -1.347, 4.333], [-0.598, 0.353, -0.142], [1.029, -0.067, -0.540]]}

---

Entry 6:
{"formula": "C9H26CuF3N10O7", "method": "the ωB97M-V functional and the def2-TZVPD basis", "e_homo_ha": -0.2945, "de_lowest_ev": 0.461, "orbital_gap_ev": 8.0, "fmax_ev_per_a": 1.9, "energy_ev": -91784.923, "molar_mass_g_mol": 506.9, "species": ["Cu", "C", "O", "O", "C", "F", "F", "F", "C", "C", "H", "H", "H", "H", "H", "H", "C", "O", "N", "N", "H", "H", "H", "H", "C", "O", "N", "N", "H", "H", "H", "H", "C", "O", "N", "N", "H", "H", "H", "H", "C", "O", "N", "N", "H", "H", "H", "H", "C", "O", "N", "N", "H", "H", "H", "H"], "xyz": [[0.760, -0.339, -0.094], [-2.169, 0.552, 1.011], [-3.220, 0.989, 0.135], [-1.016, 1.123, 0.618], [-2.668, 0.870, 2.430], [-3.998, 0.675, 2.577], [-2.091, 0.078, 3.360], [-2.450, 2.137, 2.797], [-3.410, 0.167, -0.989], [-4.533, 0.784, -1.826], [-4.364, 0.571, -2.882], [-5.484, 0.255, -1.670], [-4.794, 1.783, -1.487], [-3.641, -0.864, -0.693], [-2.553, 0.087, -1.671], [-2.004, -0.541, 0.996], [-0.168, -2.338, 2.618], [0.406, -1.997, 1.588], [-1.283, -3.106, 2.659], [0.391, -2.112, 3.839], [-1.806, -3.164, 1.802], [-1.800, -3.259, 3.505], [1.314, -1.718, 3.884], [-0.077, -2.442, 4.661], [3.892, 0.214, -1.124], [2.817, 0.452, -0.595], [4.844, -0.603, -0.563], [4.367, 0.892, -2.214], [5.573, -0.941, -1.166], [4.541, -1.231, 0.162], [3.783, 1.111, -3.002], [5.333, 0.742, -2.450], [-0.573, 3.103, -2.235], [-0.284, 3.485, -3.373], [-1.835, 3.044, -1.756], [0.372, 2.620, -1.390], [-2.537, 3.107, -2.469], [-1.993, 2.594, -0.862], [1.228, 2.340, -1.824], [-0.036, 2.313, -0.510], [0.108, -1.929, -3.231], [0.691, -1.651, -2.196], [0.159, -1.183, -4.367], [-0.754, -2.987, -3.326], [0.850, -0.451, -4.364], [-0.015, -1.633, -5.248], [-1.069, -3.457, -2.498], [-1.325, -3.027, -4.151], [3.002, 0.167, 3.666], [3.690, -0.743, 4.112], [2.419, 1.127, 4.442], [2.810, 0.341, 2.325], [2.170, 1.980, 3.975], [2.526, 1.077, 5.436], [2.745, 1.273, 1.950], [3.158, -0.338, 1.679]]}

---

Entry 7:
{"formula": "C3H5N3S", "method": "the ωB97M-V functional and the def2-TZVPD basis", "e_homo_ha": -0.3150, "de_lowest_ev": 2.741, "orbital_gap_ev": 9.2, "smiles": "Nc1n[nH]cc1S", "fmax_ev_per_a": 4.9, "energy_ev": -18495.157, "molar_mass_g_mol": 115.2, "species": ["N", "C", "N", "N", "C", "C", "S", "H", "H", "H", "H", "H"], "xyz": [[1.938, -0.628, 0.128], [0.534, -0.548, 0.148], [-0.221, -1.287, 1.053], [-1.489, -0.747, 0.920], [-1.659, 0.274, -0.013], [-0.393, 0.334, -0.531], [0.090, 1.160, -1.951], [2.451, -0.242, 1.159], [2.328, 0.028, -0.616], [-1.998, -1.499, 1.383], [-2.583, 0.901, -0.255], [1.002, 2.254, -1.425]]}

---

Entry 8:
{"formula": "C5H4N2", "method": "the ωB97M-V functional and the def2-TZVPD basis", "e_homo_ha": [-0.3705, -0.3703], "de_lowest_ev": 7.490, "orbital_gap_ev": [9.5, 7.0], "fmax_ev_per_a": 3.0, "energy_ev": -8222.003, "molar_mass_g_mol": 92.1, "species": ["C", "C", "C", "C", "N", "N", "C", "H", "H", "H", "H"], "xyz": [[-2.297, 0.675, 0.560], [-1.275, 0.199, 0.000], [-0.015, -0.169, -0.270], [0.808, -1.116, 0.451], [1.991, -1.133, -0.083], [2.082, -0.204, -1.143], [0.948, 0.408, -1.199], [-3.350, 0.569, 0.292], [0.523, -1.715, 1.323], [-0.250, 1.339, 2.129], [0.767, 1.185, -1.922]]}

---

> Which formula does entry 1 have?

C34H56N2O21